53
Properties=species:S:1:pos:R:3:lowdin_charge:R:1 method="wB97M-V/def2-TZVPD" total_charge=0 largest_force_ev_per_a=0.636 multiplicity=2 gap_ev="6.4 / 7.9"
H -3.7050 -0.4044 -0.5220 0.09
H -3.2356 1.3080 -0.6717 0.09
H -1.7823 2.7621 1.4026 0.03
H 0.4749 -3.8608 1.0257 0.10
H 2.6307 -3.2064 2.4003 0.04
Si -1.6610 0.3008 1.7588 0.35
H 1.7774 3.5990 2.4230 0.04
H 3.2794 1.9475 3.6262 0.04
H -2.7457 -0.7626 3.6902 0.04
H 0.0559 3.5910 2.7933 0.04
H -0.8527 1.4880 4.6127 0.02
N 5.0807 2.7648 -0.6706 0.18
C -2.8932 0.2779 -0.7777 -0.10
Si 1.0332 1.3064 2.9497 0.41
C 2.8608 1.0087 3.2522 -0.18
H -1.0029 -2.2980 4.2683 0.02
H 0.3797 0.3637 5.1903 0.02
H 0.3350 -3.4529 4.2154 0.04
H -2.6918 -1.9155 2.3555 0.02
C 1.7273 3.9839 -1.4418 -0.25
C 0.2246 1.3049 4.6552 -0.17
O -1.7686 0.0341 0.0669 -0.45
H -2.5948 0.1166 -1.8111 0.09
O 1.7236 -2.4653 -1.4997 0.11
H 3.0290 0.2523 4.0230 0.02
N 1.8096 5.0938 -1.7326 0.18
H -3.8863 -0.6104 2.3587 0.04
N -0.1743 -2.1744 -0.1003 -0.10
C 0.9356 -1.8028 -0.9207 -0.50
Mn 0.2845 -0.1579 -0.2323 0.15
C 0.1440 -0.0402 1.9571 -0.42
H 3.4268 0.7232 2.3598 0.01
H 3.0615 -1.7010 1.5854 0.00
Si 0.6812 -1.7670 2.4705 0.45
H -2.1568 2.3472 3.0807 0.03
H 0.5653 -1.8807 4.9703 0.03
C 0.8451 3.0500 2.2652 -0.17
C 4.0006 2.3708 -0.6826 -0.25
C -2.8516 -0.8649 2.6053 -0.14
C -0.0735 -2.9246 1.1637 -0.20
H 3.0194 -1.7766 3.3462 0.03
C 2.5224 -2.1173 2.4364 -0.17
H -3.3562 2.0658 1.8280 0.04
H 0.6643 2.1033 5.2617 0.04
C 1.5989 2.6142 -1.0626 -0.69
C 2.6654 1.8566 -0.6979 -0.64
H -0.9869 -2.3805 -0.6683 0.15
C -2.2837 2.0334 2.0422 -0.14
H 0.6172 3.0884 1.2021 -0.03
S 2.4619 0.2058 -0.2453 0.88
H -1.0914 -3.1861 1.4578 0.08
C 0.0771 -2.3915 4.1359 -0.16
S 0.0375 1.8948 -0.9983 0.83

50
Properties=species:S:1:pos:R:3:lowdin_charge:R:1 method="wB97M-V/def2-TZVPD" total_charge=+2 largest_force_ev_per_a=0.489 e_above_lowest_kj_mol=15.7 multiplicity=1 gap_ev=8.9
H -1.2325 -2.2179 -3.3992 0.13
C -3.8828 -2.1366 0.1734 0.02
C 1.0861 -1.3931 2.3272 -0.03
H -4.5954 -0.4404 1.3116 0.13
H -0.9941 1.9042 -1.7646 0.05
H 3.2500 2.8068 -0.6213 0.12
H 1.3934 -1.4584 3.3722 0.12
H 2.5483 0.6027 3.0756 0.15
C 2.9472 0.6647 0.9495 -0.15
C 2.0498 0.8673 2.1414 -0.14
H -4.8193 -2.6777 0.2058 0.14
C -3.7642 -0.8993 0.7962 0.00
N -1.4955 -0.7903 0.1043 -0.04
H 1.7224 1.9045 2.2097 0.13
H 2.8422 -0.7129 -1.3316 0.10
C 2.8387 0.3673 -1.4678 -0.04
H 3.8668 0.7243 -1.5464 0.12
C -0.4839 -1.7153 -2.7816 -0.14
O -0.6052 2.6984 0.4131 -0.05
H 3.8428 1.2840 1.0224 0.15
H -0.5377 1.5448 2.5733 0.08
H 1.6697 2.7090 -1.4364 0.11
H 0.4767 -1.8523 -3.2784 0.13
H 0.4931 -2.1542 -0.8927 0.09
C -0.2252 0.5588 2.9104 -0.04
N 2.1947 1.0218 -0.2925 -0.35
H 2.2863 0.6307 -2.3630 0.09
C -2.5547 -0.2504 0.7392 -0.09
H 0.2002 0.6293 3.9130 0.12
H -2.3012 3.7264 -0.0049 0.16
H 3.2666 -0.3728 0.8592 0.12
H -0.8426 0.1929 -3.7402 0.14
H -2.4075 0.7235 1.1836 0.11
O -0.0390 0.5986 -1.9497 -0.37
H 1.8729 -1.7962 1.6947 0.09
H 0.1758 -1.9717 2.1861 0.10
C -0.8853 -0.2488 -2.7436 -0.24
H -2.8723 -3.6086 -1.0239 0.14
C 2.2106 2.4942 -0.5179 -0.03
H 1.7317 3.0165 0.3020 0.08
H -1.0637 -0.1311 2.9402 0.09
N 0.8156 0.0298 1.9856 -0.36
H -1.9188 -0.1580 -2.3903 0.12
O -1.7180 2.5515 -1.5265 0.10
Au 0.2836 0.2253 -0.0253 1.40
C -1.5983 -1.9685 -0.5464 -0.26
C -0.4444 -2.3984 -1.4008 -0.13
H -0.4558 -3.4807 -1.5197 0.13
C -2.7989 -2.6617 -0.5067 0.04
C -1.5286 3.0179 -0.3182 -0.35

59
Properties=species:S:1:pos:R:3:lowdin_charge:R:1 method="wB97M-V/def2-TZVPD" total_charge=0 largest_force_ev_per_a=1.271 e_above_lowest_kj_mol=0.0 multiplicity=1 gap_ev=8.4
H 0.0177 -0.0107 -2.9479 0.08
H 3.3268 2.6872 1.8354 0.07
H -0.9203 3.2118 0.0899 0.12
H 1.8257 0.8947 0.1004 0.09
H -0.9759 1.3440 -2.4348 0.09
O 2.3815 1.4925 3.9639 -0.28
C 1.7590 2.6403 6.2215 -0.12
H 0.7914 1.5057 -2.4335 0.09
O 0.5579 -3.2973 -4.8215 -0.28
H 0.4834 -0.0784 2.3503 0.06
C -3.2158 1.5580 0.9451 -0.40
C -3.2250 0.0738 2.5967 -0.39
H 0.7366 2.7755 5.8789 0.08
C 0.5545 -0.9112 3.0476 -0.12
S -0.4157 -2.6268 -5.6298 0.56
N -0.0055 0.2841 -0.8608 -0.11
H -0.4823 -1.7829 -7.8147 0.08
H 4.2839 4.3957 3.4002 0.11
H 1.9962 -0.1650 -1.3108 0.09
O 4.1863 2.6099 5.2240 -0.27
H 1.4407 -0.8382 0.2122 0.07
O -1.1508 -1.5322 -5.0722 -0.28
H 0.0625 -2.9031 2.3413 0.08
Br -2.6902 -2.9217 1.0810 0.73
H 1.8619 1.6921 6.7450 0.08
C -2.0571 -4.6057 -5.2857 -0.24
H 1.9377 3.7278 1.5296 0.07
C -0.4572 -2.0217 2.7043 -0.77
C 0.3074 -2.1236 -7.1507 -0.12
H 0.3896 -0.5505 4.0580 0.06
O -0.2522 2.5200 0.1541 0.18
H 2.9628 5.4954 3.0161 0.12
H 3.5544 4.2243 0.9912 0.08
C 2.9980 3.7240 1.7844 -0.07
O -1.4194 -3.6981 -6.2235 -0.26
C -1.9331 0.8005 0.8877 0.08
C -1.3276 -1.5479 1.5525 -0.63
H 2.0789 3.4649 6.8518 0.08
S 2.8145 2.5551 4.8199 0.56
C -2.1187 -0.2907 1.6422 -0.15
H 0.9858 -1.3063 -6.9158 0.08
C 1.3881 0.0421 -0.4309 -0.06
Br -1.3945 -2.6317 4.2822 0.73
H -2.7759 -3.1901 -3.8140 0.07
C 3.2387 4.4460 3.0932 -0.24
C -0.0384 0.8177 -2.2398 -0.06
B -0.7102 1.2350 -0.0083 -0.53
O 2.4098 3.9445 4.1727 -0.26
H -1.2912 -5.0345 -4.6387 0.11
H 1.5694 -1.3034 3.0291 0.09
O -3.6412 2.3247 0.1382 0.18
O -4.0003 1.0387 1.9527 0.15
H 0.8489 -2.9631 -7.5769 0.08
H -0.7599 -1.5334 0.6239 0.08
H -3.6786 -4.7073 -3.9001 0.08
C -3.1639 -3.9492 -4.4909 -0.07
H -3.8823 -3.4706 -5.1561 0.09
H -2.4467 -5.4018 -5.9160 0.12
O -3.3201 -0.1289 3.7562 0.16

61
Properties=species:S:1:pos:R:3:lowdin_charge:R:1 method="wB97M-V/def2-TZVPD" total_charge=+1 largest_force_ev_per_a=8.397 e_above_lowest_kj_mol=969.3 multiplicity=1 gap_ev=7.3
I 4.5675 -2.0227 -5.1122 0.70
Cl 3.9830 -1.1824 6.4021 0.55
C 1.6958 -0.1834 -1.0571 -0.01
C -4.1495 -4.5220 -3.6333 -0.68
Cl -2.9316 -4.9195 -4.8707 0.53
Cl -5.9772 -6.4092 -4.4266 0.55
H -2.5804 -0.2413 2.3750 0.07
H 2.5660 0.6867 6.1227 0.06
H -0.4180 -3.8275 -2.7983 0.10
H -0.3417 0.4089 -3.3780 0.15
Cl -5.1002 6.2283 0.7605 0.52
H 2.8362 -0.3269 3.5640 0.06
H 3.2033 0.5543 7.7705 0.08
C -1.2062 -1.6849 -2.6282 -0.57
H -1.7540 -1.8302 -3.6519 0.13
H 0.8091 0.0507 7.8607 0.08
C 0.0280 -2.7566 -2.5195 -0.14
H 0.4171 -2.8126 -1.4024 0.09
H -3.7217 6.3381 2.6755 0.07
H -3.6120 -4.0722 -2.7933 0.02
H -5.5500 -5.4891 -2.3132 0.07
C 2.0310 0.1460 0.5461 -0.05
H 2.8545 -1.8669 -2.2463 0.12
H 1.5011 -0.6965 -4.2334 0.10
P -2.1099 1.0832 0.6574 0.51
H 3.8083 -0.2522 -1.9718 0.14
H 0.9160 -2.5734 -3.2627 0.07
H -1.7607 0.4709 -2.1431 0.12
H -2.5456 8.5357 2.1285 0.08
Cl 0.5900 -1.4463 6.0699 0.52
H 5.2025 1.5181 1.6855 0.02
H 3.9052 -2.0912 2.3004 0.08
C -0.3156 0.5418 0.1383 -0.26
C 1.4804 -0.6882 7.4138 -0.65
N 0.7341 0.6120 1.2361 -0.06
F 0.6312 0.9766 2.5427 0.07
P 3.7122 -0.0160 1.4517 0.72
N 4.8962 0.9176 0.8655 -0.20
H 3.1628 0.2549 -5.8560 0.07
C -4.1293 7.0829 1.9851 -0.66
C -3.0301 7.9272 1.3594 -0.64
C -0.7369 -0.0990 -2.3727 -0.17
H -4.2311 -6.5477 -2.8414 0.07
I -2.2045 3.5686 0.3617 0.47
Cl -2.3963 -2.0643 -1.2140 0.51
O -2.3711 0.7445 2.3572 -0.41
C 2.7579 -0.0091 6.9453 -0.66
C 2.7304 -0.6792 -2.2572 -0.16
O 4.1193 -1.7439 1.3808 -0.23
H 4.4170 0.8085 -4.5611 0.09
C 3.6274 -0.0491 -4.7991 -0.64
H 1.6852 -1.4593 8.1631 0.07
H -4.8230 -3.7667 -4.0500 0.07
H 1.9525 1.0344 -3.5577 0.13
C 2.3789 -0.0662 -3.7372 -0.32
O 3.5001 0.3436 3.1781 -0.26
N 0.2067 0.0605 -1.1993 -0.03
C -4.9103 -5.7511 -3.1609 -0.66
Cl -1.7565 6.9287 0.6149 0.47
H -3.4258 8.6001 0.5922 0.08
H -4.8177 7.7239 2.5437 0.08